An isolated molecule of C5H5NO2 in a non-equilibrium geometry, computed with wB97M-V/def2-TZVPD.

Results
- E_HOMO (eV) = -9.45
- SMILES = Cc1onc2c1OC2
- lowest unoccupied orbital energy (eV) = 0.73
- energy relative to the best compared isomer or geometry (same formula, charge and spin) (eV) = 6.557
- gap between HOMO and LUMO (eV) = 10.179

The geometry in ORCA input format:
```
! wB97M-V def2-TZVPD RIJCOSX def2/J DEFGRID3
* xyz 0 1
C -1.147 -0.956 -1.847
C -0.364 -0.639 -0.576
C 0.359 0.326 1.357
C 1.410 1.240 1.498
C 0.514 0.177 -0.041
H -0.879 -1.995 -2.145
H -2.289 -0.687 -1.556
H -1.118 -0.198 -2.868
H 1.401 2.388 1.626
H 2.136 0.749 2.106
N -0.659 -0.414 1.764
O -1.116 -0.927 0.662
O 1.753 0.936 0.019
*
```

---

An isolated molecule of C5H5NO2 in a non-equilibrium geometry, computed with wB97M-V/def2-TZVPD.

Results
- E_HOMO (eV) = -8.99
- SMILES = O=C1C[C@H]2N[C@@H]2C1=O
- lowest unoccupied orbital energy (eV) = -0.32
- energy relative to the best compared isomer or geometry (same formula, charge and spin) (eV) = 6.538
- gap between HOMO and LUMO (eV) = 8.672

The geometry in ORCA input format:
```
! wB97M-V def2-TZVPD RIJCOSX def2/J DEFGRID3
* xyz 0 1
C 1.427 -0.099 0.040
C 0.404 -1.279 0.122
C -0.762 -0.435 -0.502
C -0.771 0.740 0.433
C 0.626 1.403 0.173
H 0.105 -1.818 1.030
H 0.682 -2.077 -0.653
H -0.472 -0.296 -1.437
H -2.275 0.679 -0.784
H -0.584 0.679 1.638
N -2.007 0.366 0.109
O 2.551 -0.334 0.041
O 1.077 2.471 -0.209
*
```

---

A cluster of 2 separate species, C5H5NO2 in total in a non-equilibrium geometry, computed with wB97M-V/def2-TZVPD.

Results
- E_HOMO (spin up / spin down) (eV) = -10.05 / -8.84
- lowest unoccupied orbital energy (spin up / spin down) (eV) = -2.02 / -0.51
- energy relative to the best compared isomer or geometry (same formula, charge and spin) (eV) = 11.563
- gap between HOMO and LUMO (spin up / spin down) (eV) = 8.032 / 8.333

The geometry in ORCA input format:
```
! wB97M-V def2-TZVPD RIJCOSX def2/J DEFGRID3
* xyz 0 1
C 0.824 0.134 -0.570
C -0.493 0.153 -0.383
C 2.038 0.807 -0.321
C 1.974 -0.745 -0.280
C -1.718 0.214 -0.098
N -3.036 0.016 0.089
O -3.398 -1.103 -0.256
O -3.748 0.910 0.506
H 2.683 1.047 -1.161
H 2.188 1.508 0.559
H 1.879 -1.116 0.671
H 2.346 -1.159 -1.118
H -1.539 -0.667 2.361
*
```